1.
Molecular formula: C39H26Cl2F12I2N3O3SY
Method: DFT, ωB97M-V with the def2-TZVPD basis set

Last column: Mulliken charge in e.
Positions of all 89 atoms, in Å:
1 Y -0.45915 0.95880 -0.44817  1.0550
2 I 7.58545 4.10068 -1.40780  -0.0557
3 C 5.61112 3.63791 -0.86262  -0.5001
4 C 5.09957 4.09310 0.33679  -0.5659
5 C 3.80164 3.75897 0.70270  -0.2698
6 I 3.19266 4.60523 2.52391  -0.0411
7 C 2.92326 2.92756 -0.08247  -0.3312
8 O 1.76353 2.52840 0.25733  0.2730
9 C 3.52090 2.54497 -1.33928  0.7358
10 C 2.69106 1.74770 -2.29322  -1.1056
11 N 2.10916 0.54541 -1.68100  0.1905
12 C 3.10994 -0.24000 -0.98272  -0.9840
13 C 2.54038 -1.54920 -0.50856  0.1947
14 C 3.37797 -2.61917 -0.20241  -0.9551
15 C 2.81734 -3.82300 0.17868  -0.5850
16 C 1.43388 -3.93500 0.22905  -1.0447
17 C 0.67881 -2.81501 -0.06540  -0.5136
18 N 1.21864 -1.63943 -0.40515  1.0089
19 C 4.81433 2.86519 -1.69698  -0.6265
20 H 5.69959 4.70918 0.99096  0.3450
21 H 1.86049 2.34222 -2.66036  0.1794
22 H 3.31636 1.47761 -3.15452  0.4092
23 H 1.72838 -0.01537 -2.43040  -0.0045
24 H 3.98893 -0.45330 -1.60779  0.5936
25 H 3.47279 0.33097 -0.12492  0.3649
26 H 4.45339 -2.49825 -0.27663  0.5077
27 H 3.44940 -4.67130 0.41968  0.3870
28 H 0.94524 -4.86237 0.50072  0.5172
29 H -0.40401 -2.84709 -0.01506  0.5178
30 H 5.19706 2.51181 -2.64757  0.3675
31 C 3.32189 1.16593 4.51676  -1.7191
32 C 2.09831 0.70588 3.76197  0.3530
33 C 1.91664 -0.62572 3.41251  -1.5011
34 C 0.82992 -1.01695 2.65496  0.0125
35 C -0.12672 -0.09902 2.18898  0.1005
36 N -1.09081 -0.42463 1.22727  1.8864
37 C -1.91729 -1.49802 1.30485  -0.3103
38 C -1.94469 -2.35408 2.43264  -0.6945
39 C -2.69756 -3.51147 2.46841  -1.4871
40 C -3.50363 -3.88052 1.39934  0.4008
41 C -4.33777 -5.14214 1.42271  -1.5946
42 C -3.57810 -2.98730 0.33527  -0.6788
43 C -2.85152 -1.80052 0.26076  -0.4234
44 C -3.19010 -0.75204 -0.83070  1.7068
45 O -2.17163 0.03660 -1.25090  -0.1189
46 C -4.35614 0.13777 -0.25837  0.3288
47 F -5.37352 -0.59863 0.25486  -0.3264
48 F -3.92766 0.93149 0.70909  -0.0432
49 F -4.89348 0.92088 -1.21730  -0.2967
50 C -3.76981 -1.42385 -2.13991  0.1453
51 F -5.04504 -1.87313 -2.03563  -0.3047
52 F -3.75795 -0.58728 -3.17234  -0.2516
53 F -3.02381 -2.49000 -2.50235  -0.2700
54 C 0.01109 1.25130 2.61680  -1.3477
55 C 1.12358 1.61148 3.37321  0.0843
56 C -1.10127 2.26531 2.21793  2.9269
57 O -1.37646 2.26667 0.88455  -1.2712
58 C -0.79344 3.78566 2.54246  -0.0106
59 F -1.91824 4.51584 2.41452  -0.3019
60 F -0.33524 4.05597 3.79088  -0.2816
61 F 0.08319 4.28175 1.68578  -0.0940
62 C -2.35707 1.92463 3.12948  0.1841
63 F -3.45923 2.58033 2.75885  -0.2744
64 F -2.67744 0.62970 3.17416  -0.1969
65 F -2.09511 2.28400 4.41404  -0.3380
66 H 3.79231 0.33390 5.04736  0.4316
67 H 4.06236 1.59437 3.83473  0.2211
68 H 3.07368 1.94334 5.24229  0.3355
69 H 2.64391 -1.37011 3.72587  0.3015
70 H 0.71603 -2.05818 2.39160  0.6084
71 H -1.34516 -2.08243 3.29190  0.5250
72 H -2.66429 -4.13938 3.35656  0.2993
73 H -3.89860 -5.89103 2.08799  0.3950
74 H -5.35999 -4.95323 1.77137  0.2772
75 H -4.41256 -5.58486 0.42557  0.3794
76 H -4.27693 -3.22780 -0.45517  0.3982
77 H 1.24638 2.63308 3.68670  0.5923
78 Cl -0.21854 -1.15055 -2.92916  -0.1592
79 C -0.89556 -0.25552 -4.26515  0.3157
80 C -1.24271 -1.02735 -5.36252  -0.5548
81 C -1.77512 -0.43965 -6.49317  -0.5460
82 C -1.94961 0.93473 -6.50650  -0.6947
83 C -1.60501 1.69200 -5.40081  0.1955
84 Cl -1.87806 3.41102 -5.54102  -0.2514
85 C -1.06815 1.14722 -4.20282  0.1713
86 S -0.68142 2.19343 -2.86631  -0.4061
87 H -1.09865 -2.09956 -5.30864  0.3922
88 H -2.05470 -1.04193 -7.34965  0.3367
89 H -2.36163 1.43533 -7.37336  0.3794

Calculated values
* electronic energy: -137222.1588 eV
* Kohn-Sham gap: 5.5132 eV
* energy relative to the best compared isomer or geometry (same formula, charge and spin): 172.6 kJ/mol
* total charge: -2
* LUMO energy: 3.39 eV



2.
Molecular formula: C39H28AuF3GeN4S
Method: DFT, ωB97M-V with the def2-TZVPD basis set

Last column: Löwdin spin population.
Positions of all 77 atoms, in Å:
1 Au 0.46408 0.64990 -0.32663  0.2480
2 N 6.09107 -4.21765 6.94471  0.0000
3 C 5.52339 -3.65033 6.12850  0.0000
4 C 4.81012 -2.96684 5.10982  0.0000
5 C 4.11186 -3.70289 4.15159  0.0000
6 C 3.39393 -3.04627 3.17391  0.0000
7 C 3.36872 -1.65196 3.13229  -0.0001
8 C 4.07859 -0.92275 4.08147  0.0000
9 C 4.78863 -1.57257 5.07293  0.0000
10 C 2.55163 -0.98767 2.09296  -0.0005
11 C 1.16955 -1.17322 2.20580  0.0031
12 C 0.53386 -1.92467 3.24245  0.0059
13 C -0.80545 -1.94800 2.95561  0.0041
14 C -0.96563 -1.20758 1.76712  0.0050
15 N 0.19619 -0.74021 1.33318  0.0449
16 C 3.22601 -0.30952 1.08330  0.0005
17 C 4.64920 -0.15333 0.98508  0.0044
18 C 4.89239 0.56620 -0.14996  0.0014
19 C 3.62229 0.81935 -0.73150  0.0032
20 N 2.64861 0.30105 -0.01028  0.0168
21 H 4.11784 -4.78303 4.19354  0.0000
22 H 2.84559 -3.60714 2.43290  0.0000
23 H 4.04256 0.15545 4.05881  0.0000
24 H 5.31073 -1.00694 5.83157  0.0000
25 H 1.03490 -2.38258 4.07434  0.0004
26 H -1.58410 -2.43944 3.50280  0.0004
27 H -1.88347 -1.03531 1.23659  0.0003
28 H 5.36288 -0.54456 1.68253  0.0003
29 H 5.83801 0.88143 -0.54638  0.0001
30 H 3.41421 1.35139 -1.64046  -0.0001
31 F 1.88893 6.79711 -1.22213  0.0007
32 C 0.84156 5.99268 -0.98398  0.0048
33 F -0.24951 6.64178 -1.42787  0.0006
34 F 0.72308 5.89000 0.33681  0.0309
35 C 1.00577 4.67859 -1.70804  0.0072
36 C 1.32383 4.73676 -3.05663  -0.0004
37 C 1.45816 3.56052 -3.78595  0.0014
38 C 1.28835 2.36001 -3.12478  0.0053
39 N 0.99755 2.30475 -1.83323  0.0473
40 C 0.82374 3.42095 -1.11068  0.0506
41 S 0.34673 3.11965 0.50834  0.5368
42 H 1.46421 5.69663 -3.53266  0.0002
43 H 1.69810 3.58861 -4.83509  0.0003
44 H 1.39231 1.41285 -3.63309  -0.0001
45 C -2.47652 2.73809 -2.00368  -0.0054
46 Ge -1.90977 0.92516 -1.36734  -0.0148
47 C -3.19332 0.80141 0.18662  -0.0065
48 C -2.79728 1.37858 1.37931  -0.0011
49 C -3.64702 1.36613 2.47248  0.0002
50 C -4.90961 0.81004 2.35121  -0.0005
51 C -5.31674 0.27030 1.14540  -0.0005
52 C -4.45346 0.24864 0.05898  -0.0013
53 C -2.54688 -0.41277 -2.72310  0.0018
54 C -3.30114 0.03960 -3.78813  -0.0008
55 C -3.80136 -0.83853 -4.75036  0.0000
56 C -3.58500 -2.19012 -4.63294  -0.0012
57 C -2.82781 -2.70203 -3.56016  0.0003
58 C -2.59315 -4.08520 -3.41555  -0.0001
59 C -1.81294 -4.56832 -2.39550  0.0002
60 C -1.22914 -3.67887 -1.48843  0.0000
61 C -1.46054 -2.33051 -1.59157  0.0033
62 C -2.27389 -1.79948 -2.60892  0.0006
63 H -3.55096 2.74113 -2.17393  -0.0008
64 H -1.96997 3.06021 -2.90871  0.0001
65 H -2.27074 3.45827 -1.21543  -0.0003
66 H -1.81714 1.83213 1.46230  -0.0003
67 H -3.31776 1.80134 3.40433  0.0000
68 H -5.57740 0.79925 3.20129  0.0000
69 H -6.31528 -0.12908 1.04293  0.0000
70 H -4.77188 -0.18244 -0.88011  -0.0001
71 H -3.50226 1.09619 -3.89399  0.0000
72 H -4.36818 -0.44551 -5.58064  0.0000
73 H -3.98892 -2.87198 -5.36648  0.0000
74 H -3.03570 -4.75941 -4.13269  0.0000
75 H -1.63934 -5.62746 -2.29754  0.0000
76 H -0.59378 -4.04868 -0.69853  0.0000
77 H -0.99613 -1.64725 -0.89072  0.0038

Calculated values
* electronic energy: -126046.0109 eV
* Kohn-Sham gap (spin up / spin down): 5.1830 / 4.2393 eV
* total charge: +1
* spin multiplicity: 2
* LUMO energy (spin up / spin down): -5.30 / -6.25 eV



3.
Molecular formula: C39H28Cl2N2OOsP2Te
Method: DFT, ωB97M-V with the def2-TZVPD basis set

Last column: Mulliken charge in e.
Positions of all 76 atoms, in Å:
1 Os 1.25952 0.63122 0.31486  1.8078
2 Te -2.04951 -2.19581 0.31608  0.4122
3 C -3.17890 -1.83051 -1.40249  0.1574
4 C -4.12778 -0.81376 -1.41671  0.2379
5 C -4.94212 -0.69570 -2.53170  -0.5791
6 N -4.87542 -1.50465 -3.59011  -0.5454
7 C -3.96593 -2.47343 -3.55587  -0.5016
8 C -3.09256 -2.68180 -2.49363  -0.3633
9 C -0.81955 -0.47987 0.00424  -0.3059
10 P -0.87746 0.89529 1.09888  0.2023
11 C -0.69783 0.40786 2.82359  0.6643
12 C -0.42819 -0.90324 3.21336  -0.1946
13 C -0.24193 -1.20296 4.55276  -0.7941
14 C -0.30891 -0.19596 5.50850  -0.5020
15 C -0.56045 1.11420 5.12554  -0.7819
16 C -0.74966 1.41774 3.78624  -0.4480
17 C -2.50951 1.63454 0.89836  0.6758
18 C -3.52867 1.14372 1.70892  -0.7605
19 C -4.82750 1.59032 1.48937  -0.7041
20 C -5.09627 2.51287 0.49045  -0.5898
21 C -4.06672 3.01042 -0.30285  -0.5916
22 C -2.76935 2.57357 -0.09688  -0.2995
23 P -0.04450 0.12149 -1.39962  -0.1468
24 C 1.47260 -0.87312 -1.43450  -0.3370
25 C 1.54712 -2.22338 -0.99757  0.0395
26 C 2.73749 -2.89950 -1.07943  -0.8091
27 C 3.88793 -2.25557 -1.56286  -0.4091
28 C 3.85092 -0.93522 -1.97421  -0.8060
29 C 2.65008 -0.23831 -1.91082  0.2449
30 C -0.79842 0.08206 -3.00776  1.1658
31 C -0.32777 -0.81377 -3.96850  -0.7211
32 C -0.91597 -0.82843 -5.22330  -0.7982
33 C -1.94842 0.05070 -5.51862  -0.5866
34 C -2.40461 0.95401 -4.56525  -0.6637
35 C -1.82569 0.97956 -3.30980  -0.2894
36 H -4.24061 -0.13262 -0.58406  0.3566
37 H -5.69679 0.08209 -2.57394  0.4100
38 H -3.92859 -3.12470 -4.42212  0.4038
39 H -2.37500 -3.49053 -2.52848  0.4123
40 H -0.36748 -1.69734 2.48053  0.0197
41 H -0.05261 -2.22430 4.85524  0.4692
42 H -0.16936 -0.43486 6.55416  0.4408
43 H -0.61648 1.89713 5.86920  0.4602
44 H -0.94838 2.44360 3.49542  0.4988
45 H -3.32673 0.43112 2.49700  0.3988
46 H -5.62820 1.21804 2.11436  0.4563
47 H -6.11055 2.85429 0.33299  0.4460
48 H -4.27570 3.74704 -1.06691  0.4712
49 H -1.96134 2.97000 -0.70137  0.5816
50 H 0.65569 -2.71794 -0.63333  0.2815
51 H 2.79120 -3.93540 -0.77120  0.4804
52 H 4.81886 -2.80557 -1.61980  0.4654
53 H 4.74104 -0.45221 -2.35267  0.5290
54 H 2.59915 0.78552 -2.26404  0.5181
55 H 0.47765 -1.50207 -3.74674  0.4589
56 H -0.56269 -1.52333 -5.97275  0.4570
57 H -2.40129 0.03491 -6.50090  0.4309
58 H -3.20147 1.64346 -4.80754  0.4667
59 H -2.17768 1.68365 -2.56799  0.1050
60 Cl 4.35015 4.50665 0.59665  -0.1458
61 C 4.57284 2.97274 1.28607  0.4803
62 C 5.73382 2.69623 2.04236  -0.6153
63 C 5.94013 1.45917 2.58732  0.7108
64 Cl 7.34546 1.16029 3.51304  -0.1861
65 C 4.98481 0.40685 2.40198  -0.2295
66 C 5.09357 -0.89943 2.89086  -0.7020
67 C 4.07621 -1.80271 2.65254  -1.3677
68 C 2.95794 -1.40913 1.92549  -0.0332
69 N 2.83707 -0.17654 1.43244  0.0431
70 C 3.83628 0.72170 1.66858  0.6551
71 C 3.61442 1.98995 1.10564  0.1183
72 O 2.48801 2.15870 0.42041  -0.9446
73 H 6.46218 3.48050 2.19252  0.4888
74 H 5.96964 -1.19216 3.45468  0.4970
75 H 4.13237 -2.81449 3.02688  0.5171
76 H 2.13638 -2.08281 1.72881  0.6163

Calculated values
* electronic energy: -99291.9072 eV
* Kohn-Sham gap (spin up / spin down): 5.0987 / 5.1130 eV
* total charge: +2
* LUMO energy (spin up / spin down): -8.06 / -8.05 eV